Entry 1:
DFT (the ωB97M-V functional and the def2-TZVPD basis) results for a molecular structure, C9H21FeI2O2P2 in a non-equilibrium geometry.

Geometry as ORCA input:
```
! RIJCOSX wB97M-V def2-TZVPD def2/J DEFGRID3
* xyz 2 6
C 0.00 0.30 -4.14
C 0.01 1.20 -3.05
H 0.00 0.88 -5.11
H -0.89 -0.35 -4.05
H 0.89 -0.36 -4.05
O 0.02 2.10 -2.31
I -0.03 -2.85 -0.08
Fe -0.01 -0.60 0.76
P 2.25 -0.24 0.69
C 2.90 1.15 1.67
C 3.07 -1.71 1.38
H 4.15 -1.60 1.27
H 3.98 0.22 -0.88
H 2.73 -2.61 0.84
H 2.73 -0.85 -1.60
H 2.67 0.98 2.73
H 2.81 -1.80 2.44
C 2.90 0.03 -0.97
H 3.98 1.21 1.53
H 2.41 0.89 -1.42
H 2.42 2.09 1.35
P -2.25 -0.20 0.70
C -2.87 1.20 1.67
C -2.91 0.08 -0.96
H -2.78 -2.55 0.85
H -4.18 -1.52 1.28
H -2.84 -1.75 2.45
C -3.10 -1.65 1.39
H -2.75 -0.80 -1.60
H -3.98 0.29 -0.87
H -3.96 1.28 1.53
H -2.38 2.13 1.36
H -2.39 0.93 -1.42
H -2.65 1.03 2.73
C 0.01 1.28 0.40
O 0.02 2.43 0.24
I 0.00 -0.25 3.22
*
```

**Strongest force on any atom**: 0.1242 hartree/bohr
**E_LUMO (spin up / spin down)**: -8.941 / -9.028 eV
**Energy above the lowest of the compared OMol25 structures with the same formula, charge and spin**: 0.785 eV

natural (NBO) population analysis, charges in e, atoms 1 to 4:
1. C -0.8425
2. C 0.9840
3. H 0.3764
4. H 0.3543

***

Entry 2:
DFT (the ωB97M-V functional and the def2-TZVPD basis) results for a molecular structure, C20H55N4O6Y in a non-equilibrium geometry.

Geometry as ORCA input:
```
! RIJCOSX wB97M-V def2-TZVPD def2/J DEFGRID3
* xyz 2 1
Y -0.43 -2.50 0.48
C 1.04 1.83 -0.49
C 0.22 0.71 -1.18
C 0.68 0.51 -2.61
O 0.22 -0.42 -0.37
H 1.38 2.66 -1.11
H 2.00 1.39 -0.19
H 0.55 2.20 0.41
H -0.80 1.13 -1.21
H -0.07 0.13 -3.31
H 1.53 -0.16 -2.73
H 1.03 1.45 -3.03
C -2.70 3.20 -0.52
O -3.52 4.28 -0.12
H -1.67 3.58 -0.59
H -2.69 2.37 0.18
H -2.96 2.90 -1.53
H -3.88 4.14 0.76
C 1.78 -5.98 2.41
C 1.25 -4.58 1.99
C 2.22 -3.46 2.06
O 1.62 -2.23 1.55
C 2.30 -1.06 2.03
N 0.73 -4.66 0.61
H 1.11 -6.79 2.15
H 2.14 -6.01 3.43
H 2.67 -6.13 1.78
H 0.53 -4.38 2.80
H 2.99 -3.66 1.30
H 2.58 -3.31 3.07
H 3.28 -1.06 1.55
H 2.54 -1.11 3.10
H 1.71 -0.17 1.82
H 0.17 -5.52 0.60
H 1.50 -4.96 0.02
C -1.07 6.53 0.02
C 0.11 5.56 -0.18
C 1.31 6.33 -0.70
O 2.35 5.46 -1.11
C 3.54 6.15 -1.42
N 0.40 4.84 1.07
H -1.09 7.32 -0.73
H -1.04 7.01 0.99
H -1.99 5.99 -0.19
H -0.18 4.86 -0.96
H 1.65 7.10 0.01
H 0.97 6.85 -1.61
H 3.32 6.85 -2.24
H 4.24 5.42 -1.83
H 3.91 6.77 -0.60
H 0.30 5.46 1.86
H 1.37 4.53 0.97
C -1.30 -4.51 -3.44
C -0.56 -3.95 -2.21
C 0.83 -3.53 -2.67
O 1.41 -2.87 -1.54
C 2.66 -2.26 -1.82
N -1.41 -2.86 -1.66
H -0.72 -5.25 -3.99
H -1.56 -3.74 -4.17
H -2.21 -5.01 -3.11
H -0.38 -4.76 -1.51
H 0.69 -2.84 -3.50
H 1.38 -4.44 -2.91
H 2.77 -1.83 -2.81
H 3.48 -2.93 -1.58
H 2.78 -1.39 -1.16
H -1.46 -2.02 -2.24
H -2.33 -3.25 -1.88
C -2.46 -0.32 4.11
C -2.25 -1.11 2.78
C -2.88 -0.34 1.64
O -2.62 -1.07 0.43
C -3.46 -0.64 -0.63
N -0.79 -1.25 2.57
H -1.72 0.47 4.26
H -2.46 -1.05 4.92
H -3.43 0.18 4.13
H -2.75 -2.08 2.80
H -2.40 0.64 1.56
H -3.95 -0.27 1.84
H -4.39 -1.21 -0.68
H -2.93 -0.61 -1.58
H -3.83 0.38 -0.47
H -0.49 -0.26 2.57
H -0.36 -1.39 3.50
*
```

**Strongest force on any atom**: 0.1058 hartree/bohr
**E_LUMO**: -6.161 eV
**Energy above the lowest of the compared OMol25 structures with the same formula, charge and spin**: 4.008 eV

Löwdin population analysis, charges in e, atoms 1 to 4:
1. Y 1.7102
2. C -0.0575
3. C -0.5564
4. C -0.0403

***

Entry 3:
DFT (the ωB97M-V functional and the def2-TZVPD basis) results for a molecular structure, C5H5AuO5 in a non-equilibrium geometry.

Geometry as ORCA input:
```
! RIJCOSX wB97M-V def2-TZVPD def2/J DEFGRID3
* xyz 1 4
O 0.15 2.56 0.78
C 0.90 2.68 -0.19
O 1.16 3.37 -1.11
O -1.05 -0.03 2.80
C -1.59 -1.07 2.29
C -1.58 -1.46 1.00
O -0.86 -0.58 0.15
C 0.11 -1.18 -0.72
C 0.96 -0.03 -1.25
O 1.35 0.80 -0.18
Au 0.15 0.66 1.34
H -2.19 -2.22 0.52
H -0.40 -1.71 -1.54
H 0.71 -1.91 -0.16
H 0.35 0.56 -1.95
H 1.83 -0.44 -1.79
*
```

**Strongest force on any atom**: 0.1056 hartree/bohr
**E_LUMO (spin up / spin down)**: -3.553 / -7.898 eV

natural (NBO) population analysis, charges in e, atoms 1 to 4:
1. O -0.6852
2. C 1.0421
3. O -0.4321
4. O -0.5339

***

Entry 4:
DFT (the ωB97M-V functional and the def2-TZVPD basis) results for a molecular structure, C28H44BrN3P2Sr in a non-equilibrium geometry.

Geometry as ORCA input:
```
! RIJCOSX wB97M-V def2-TZVPD def2/J DEFGRID3
* xyz 2 1
N -1.22 1.27 -7.47
C -0.03 0.66 -7.37
C 0.34 -0.12 -6.26
C -0.59 -0.31 -5.20
C -1.79 0.43 -5.30
C -2.06 1.19 -6.44
C -0.37 -1.24 -4.07
Sr 0.51 -2.55 -1.64
P -0.08 -3.74 2.64
C -1.17 -1.20 -2.92
C -1.10 -0.05 -2.01
C -2.15 0.25 -1.10
C -2.08 1.33 -0.25
C -0.83 2.00 -0.06
C 0.14 1.85 -1.07
C 0.00 0.84 -2.02
Br 0.11 -0.60 1.08
H 0.28 -2.12 -4.31
H -1.99 -1.92 -2.78
H 1.35 -0.52 -6.22
H -2.55 0.44 -4.52
H 0.64 0.78 -8.23
H -3.01 1.73 -6.55
H -3.03 -0.40 -1.05
H 0.79 0.68 -2.74
H -2.96 1.66 0.31
H 1.03 2.50 -1.07
P -0.44 2.86 1.51
C 0.23 -4.15 0.90
C -0.06 -5.66 0.77
H 1.28 -3.93 0.63
H -0.54 -3.58 0.32
H 0.40 -6.11 -0.12
H 0.31 -6.21 1.65
H -1.14 -5.85 0.72
C -1.74 -2.99 2.62
C -2.35 -2.85 4.02
H -2.38 -3.63 1.99
H -1.62 -2.01 2.13
H -3.33 -2.36 3.95
H -2.51 -3.82 4.50
H -1.73 -2.22 4.68
C 1.04 -2.54 3.43
C 1.85 -3.15 4.59
H 0.42 -1.73 3.82
H 1.71 -2.13 2.66
H 2.50 -2.38 5.03
H 1.21 -3.54 5.39
H 2.50 -3.97 4.25
C 1.27 2.50 1.98
C 1.81 3.18 3.24
H 1.91 2.73 1.11
H 1.31 1.40 2.09
H 2.20 4.19 3.01
H 1.07 3.26 4.03
H 2.66 2.61 3.64
C -1.67 2.19 2.66
C -3.07 2.82 2.52
H -1.28 2.32 3.68
H -1.66 1.11 2.44
H -3.03 3.90 2.72
H -3.52 2.68 1.54
H -3.73 2.35 3.26
C -0.75 4.61 1.30
C 0.24 5.33 0.39
H -0.79 5.05 2.31
H -1.77 4.66 0.90
H -0.02 5.17 -0.66
H 0.18 6.41 0.58
H 1.27 5.02 0.57
N 4.23 0.01 -2.46
C 4.30 -0.07 -1.08
C 3.29 -0.90 -0.69
N 2.64 -1.36 -1.83
C 3.22 -0.78 -2.89
H 4.90 0.49 -3.06
H 5.06 0.42 -0.49
H 2.95 -1.21 0.29
H 3.01 -0.93 -3.94
*
```

**Strongest force on any atom**: 0.0556 hartree/bohr
**E_LUMO (spin up / spin down)**: -7.489 / -7.464 eV
**Energy above the lowest of the compared OMol25 structures with the same formula, charge and spin**: 0.000 eV

Löwdin population analysis, charges in e, atoms 1 to 4:
1. N 0.0848
2. C -0.1095
3. C -0.0062
4. C -0.2026

***

Number 1: calculated total energy -82918.181 eV. Number 2: calculated total energy -40907.255 eV. Number 3: calculated total energy -19179.678 eV. Number 4: calculated total energy -123661.658 eV.